Formula: C27H79N13O19
Source: the OMol25 dataset
Level of theory: wB97M-V/def2-TZVPD

Calculated values
Total energy in hartree: -3217.52029
Gap between HOMO and LUMO in eV: 8.0
Net charge: 0
Highest occupied orbital energy in eV: -8.2
Max |F| in eV Å⁻¹: 3.478
M in g mol⁻¹: 890.0

Each atom is followed by the atoms it is bonded to, with distances in Å.
Element x y z (Å)
1 C -3.986 17.503 34.710  C2 1.609, H12 1.090, H13 1.087, H14 1.093
2 C -3.024 17.750 33.445  C1 1.609, C3 1.538, N7 1.447, C11 1.528
3 C -3.356 19.158 32.924  C2 1.538, C4 1.536, H15 1.092, H16 1.095
4 C -2.204 19.937 32.271  C3 1.536, C5 1.528, H17 1.091, H18 1.094
5 C -1.006 20.041 33.214  C4 1.528, C6 1.575, H19 1.091, H20 1.093
6 C -0.557 18.605 33.679  C5 1.575, N7 1.448, C9 1.531, C10 1.556
7 N -1.687 17.758 33.998  C2 1.447, C6 1.448, O8 1.408
8 O -1.255 16.524 34.521  N7 1.408, H30 0.970
9 C 0.329 18.038 32.566  C6 1.531, H21 1.090, H22 1.095, H23 1.092
10 C 0.369 18.819 34.911  C6 1.556, H24 1.091, H25 1.090, H26 1.092
11 C -3.257 16.644 32.416  C2 1.528, H27 1.093, H28 1.094, H29 1.091
12 H -3.758 18.234 35.487  C1 1.090
13 H -3.797 16.456 34.936  C1 1.087
14 H -5.023 17.769 34.489  C1 1.093
15 H -4.217 19.168 32.252  C3 1.092
16 H -3.712 19.745 33.776  C3 1.095
17 H -2.646 20.883 31.957  C4 1.091
18 H -1.947 19.379 31.365  C4 1.094
19 H -1.225 20.793 33.974  C5 1.091
20 H -0.304 20.543 32.543  C5 1.093
21 H 1.012 18.745 32.097  C9 1.090
22 H 1.081 17.331 32.934  C9 1.095
23 H -0.399 17.536 31.924  C9 1.092
24 H 1.334 19.271 34.679  C10 1.091
25 H -0.177 19.366 35.680  C10 1.090
26 H 0.675 17.864 35.342  C10 1.092
27 H -2.844 15.694 32.765  C11 1.093
28 H -2.680 17.018 31.565  C11 1.094
29 H -4.268 16.316 32.171  C11 1.091
30 H -0.714 16.062 33.863  O8 0.970
31 C -3.229 11.417 37.814  C32 1.525, O34 1.432, H35 1.090, H36 1.097
32 C -2.059 10.852 38.612  C31 1.525, O33 1.431, H37 1.092, H38 1.093
33 O -1.916 9.471 38.264  C32 1.431, H39 0.965
34 O -4.505 10.973 38.289  C31 1.432, H40 0.958
35 H -3.011 11.264 36.757  C31 1.090
36 H -3.318 12.502 37.939  C31 1.097
37 H -2.071 10.964 39.698  C32 1.092
38 H -1.130 11.276 38.225  C32 1.093
39 H -2.780 9.054 38.368  O33 0.965
40 H -4.837 11.721 38.787  O34 0.958
41 C -4.983 7.966 34.696  C42 1.542, O44 1.439, H45 1.088, H46 1.086
42 C -4.789 9.438 35.112  C41 1.542, O43 1.425, H47 1.100, H48 1.095
43 O -5.356 10.104 33.987  C42 1.425, H49 0.964
44 O -4.331 7.134 35.673  C41 1.439, H50 0.962
45 H -4.489 7.870 33.731  C41 1.088
46 H -6.038 7.730 34.796  C41 1.086
47 H -3.738 9.760 35.140  C42 1.100
48 H -5.206 9.834 36.044  C42 1.095
49 H -5.215 11.055 34.055  O43 0.964
50 H -3.384 7.267 35.561  O44 0.962
51 C -1.199 11.822 32.896  C52 1.536, O54 1.439, H55 1.092, H56 1.094
52 C -1.780 10.758 31.952  C51 1.536, O53 1.413, H57 1.095, H58 1.094
53 O -0.967 10.537 30.818  C52 1.413, H59 0.984
54 O -1.527 13.140 32.420  C51 1.439, H60 0.963
55 H -0.130 11.621 32.987  C51 1.092
56 H -1.548 11.705 33.926  C51 1.094
57 H -2.824 10.993 31.717  C52 1.095
58 H -1.859 9.846 32.549  C52 1.094
59 H -0.964 11.359 30.277  O53 0.984
60 H -1.589 13.743 33.169  O54 0.963
61 C -10.169 14.168 35.988  C62 1.515, O64 1.462, H65 1.094, H66 1.091
62 C -11.284 13.712 35.070  C61 1.515, O63 1.413, H67 1.091, H68 1.096
63 O -11.088 12.443 34.479  C62 1.413, H69 0.963
64 O -8.861 14.306 35.349  C61 1.462, H70 0.963
65 H -10.112 13.464 36.823  C61 1.094
66 H -10.368 15.109 36.502  C61 1.091
67 H -11.489 14.426 34.271  C62 1.091
68 H -12.172 13.783 35.710  C62 1.096
69 H -10.953 11.777 35.161  O63 0.963
70 H -8.282 13.670 35.782  O64 0.963
71 C -5.265 13.771 34.074  C72 1.502, O74 1.461, H75 1.093, H76 1.091
72 C -4.294 12.652 34.319  C71 1.502, O73 1.444, H77 1.092, H78 1.092
73 O -3.113 13.070 35.037  C72 1.444, H79 0.972
74 O -5.646 14.108 35.444  C71 1.461, H80 0.966
75 H -6.150 13.437 33.527  C71 1.093
76 H -5.024 14.785 33.752  C71 1.091
77 H -3.893 12.420 33.330  C72 1.092
78 H -4.662 11.812 34.913  C72 1.092
79 H -3.426 13.621 35.775  O73 0.972
80 H -6.288 14.830 35.461  O74 0.966
81 C -1.970 14.003 38.555  C82 1.550, O84 1.441, H85 1.092, H86 1.086
82 C -0.941 13.404 37.563  C81 1.550, O83 1.396, H87 1.093, H88 1.097
83 O -0.244 14.274 36.722  C82 1.396, H89 0.960
84 O -2.727 14.899 37.718  C81 1.441, H90 0.962
85 H -1.464 14.610 39.309  C81 1.092
86 H -2.747 13.333 38.913  C81 1.086
87 H -1.408 12.645 36.930  C82 1.093
88 H -0.264 12.829 38.207  C82 1.097
89 H -0.677 14.405 35.875  O83 0.960
90 H -2.190 15.609 37.353  O84 0.962
91 C -7.407 17.452 36.390  O92 1.231, N93 1.348, N94 1.353
92 O -7.077 16.595 37.211  C91 1.231
93 N -7.123 18.765 36.493  C91 1.348, H95 1.003, H96 1.002
94 N -8.207 17.097 35.358  C91 1.353, H97 1.007, H98 1.014
95 H -6.385 19.064 37.102  N93 1.003
96 H -7.671 19.426 35.975  N93 1.002
97 H -8.667 17.650 34.653  N94 1.007
98 H -8.571 16.164 35.199  N94 1.014
99 C -5.250 11.245 30.577  O100 1.238, N101 1.364, N102 1.349
100 O -5.259 12.254 31.296  C99 1.238
101 N -6.038 10.160 30.830  C99 1.364, H103 1.000, H104 1.012
102 N -4.633 11.221 29.378  C99 1.349, H105 1.005, H106 1.003
103 H -6.118 9.297 30.332  N101 1.000
104 H -6.223 10.229 31.822  N101 1.012
105 H -4.114 12.004 29.020  N102 1.005
106 H -4.566 10.420 28.779  N102 1.003
107 C -1.948 13.539 28.852  O108 1.225, N109 1.387, N110 1.345
108 O -1.104 12.697 29.136  C107 1.225
109 N -2.231 13.863 27.534  C107 1.387, H111 1.002, H112 1.003
110 N -2.708 14.189 29.751  C107 1.345, H113 1.004, H114 1.010
111 H -2.875 14.604 27.333  N109 1.002
112 H -1.590 13.494 26.856  N109 1.003
113 H -3.470 14.722 29.371  N110 1.004
114 H -2.652 13.946 30.730  N110 1.010
115 C -7.433 13.362 39.171  O116 1.236, N117 1.351, N118 1.358
116 O -7.475 14.111 40.155  C115 1.236
117 N -8.190 12.251 39.037  C115 1.351, H119 1.010, H120 1.002
118 N -6.550 13.616 38.171  C115 1.358, H121 1.005, H122 1.007
119 H -8.116 11.794 38.140  N117 1.010
120 H -9.047 12.002 39.493  N117 1.002
121 H -6.420 13.057 37.346  N118 1.005
122 H -6.037 14.474 38.294  N118 1.007
123 C -9.159 12.917 31.124  O124 1.228, N125 1.348, N126 1.378
124 O -8.792 13.061 29.961  C123 1.228
125 N -10.437 13.035 31.534  C123 1.348, H127 1.002, H128 1.005
126 N -8.267 12.642 32.138  C123 1.378, H129 1.008, H130 1.006
127 H -11.115 13.392 30.888  N125 1.002
128 H -10.637 12.901 32.510  N125 1.005
129 H -7.277 12.529 31.987  N126 1.008
130 H -8.656 12.704 33.063  N126 1.006
131 C -7.656 16.197 31.824  O132 1.230, N133 1.347, N134 1.365
132 O -6.583 15.595 31.833  C131 1.230
133 N -7.889 17.300 31.088  C131 1.347, H135 1.002, H136 1.003
134 N -8.627 15.910 32.738  C131 1.365, H137 1.005, H138 1.007
135 H -8.800 17.715 31.128  N133 1.002
136 H -7.108 17.745 30.642  N133 1.003
137 H -9.502 16.401 32.789  N134 1.005
138 H -8.604 15.053 33.268  N134 1.007